{
  "formula": "C23H41N2OP3Ru",
  "method": "ωB97M-V with the def2-TZVPD basis set",
  "multiplicity": 5,
  "orbital_gap_ev": [8.90, 5.44],
  "s2": 6.032,
  "charge": 4,
  "homo_energy_ev": [-20.573, -20.512],
  "energy_ev": -59948.984,
  "elements": ["Ru", "P", "P", "P", "H", "C", "C", "H", "C", "C", "C", "C", "C", "C", "C", "C", "C", "H", "H", "H", "H", "H", "H", "H", "H", "H", "H", "H", "H", "H", "H", "H", "H", "H", "H", "H", "H", "H", "H", "H", "H", "H", "H", "H", "H", "H", "C", "C", "C", "C", "C", "C", "O", "H", "H", "H", "H", "H", "H", "N", "C", "C", "C", "C", "N", "C", "C", "H", "H", "H", "H"],
  "positions_angstrom": [[0.24, 0.65, 0.10], [-2.03, 0.46, -0.22], [-0.20, 1.87, 2.08], [1.08, -0.23, -1.84], [0.28, -1.12, 2.19], [0.84, -1.04, 1.25], [1.99, -0.18, 1.19], [2.26, 0.40, 2.07], [-2.49, -0.97, 0.83], [-3.29, 1.70, 0.28], [-2.58, 0.13, -1.93], [1.30, 2.41, 3.00], [-0.99, 3.52, 1.96], [-1.16, 1.00, 3.37], [2.90, -0.44, -1.93], [0.74, 0.68, -3.39], [0.52, -1.92, -2.20], [0.85, -1.98, 0.69], [2.82, -0.45, 0.53], [-3.52, -1.30, 0.63], [-2.40, -0.69, 1.88], [-1.80, -1.79, 0.62], [-4.29, 1.34, -0.03], [-3.08, 2.65, -0.23], [-3.30, 1.84, 1.37], [-3.69, 0.17, -1.97], [-2.24, -0.86, -2.27], [-2.20, 0.92, -2.59], [0.99, 3.12, 3.78], [1.99, 2.92, 2.32], [1.80, 1.57, 3.47], [-1.25, 3.86, 2.97], [-1.88, 3.51, 1.33], [-0.26, 4.23, 1.53], [-1.10, 1.56, 4.31], [-0.76, -0.01, 3.54], [-2.22, 0.92, 3.10], [3.18, -0.85, -2.90], [3.25, -1.12, -1.15], [3.40, 0.53, -1.79], [1.03, 0.08, -4.26], [1.31, 1.62, -3.40], [-0.33, 0.92, -3.46], [1.31, -2.51, -2.70], [-0.38, -1.91, -2.82], [0.28, -2.44, -1.27], [-0.78, -4.78, -0.21], [-1.74, -5.58, 0.44], [-1.36, -6.85, 0.88], [-0.06, -7.32, 0.66], [0.87, -6.51, -0.01], [0.51, -5.24, -0.48], [-1.08, -3.46, -0.47], [-2.05, -3.31, -0.40], [-2.73, -5.17, 0.64], [-2.09, -7.47, 1.40], [0.22, -8.31, 1.02], [1.89, -6.87, -0.13], [1.22, -4.61, -1.01], [2.76, 7.64, -1.40], [2.40, 6.54, -1.18], [1.94, 5.21, -0.92], [0.60, 4.87, -1.05], [0.21, 3.54, -0.98], [1.07, 2.58, -0.59], [2.39, 2.88, -0.47], [2.86, 4.19, -0.60], [-0.17, 5.63, -1.23], [-0.82, 3.24, -1.17], [3.08, 2.05, -0.27], [3.93, 4.38, -0.45]]
}

{
  "formula": "C23H41NO2P2Ru",
  "method": "ωB97M-V with the def2-TZVPD basis set",
  "multiplicity": 5,
  "orbital_gap_ev": [6.27, 5.80],
  "s2": 6.149,
  "charge": 2,
  "homo_energy_ev": [-13.411, -13.841],
  "energy_ev": -51233.160,
  "elements": ["Ru", "C", "C", "C", "C", "C", "C", "H", "H", "H", "C", "H", "H", "H", "C", "H", "H", "H", "C", "H", "H", "H", "C", "H", "H", "H", "C", "C", "C", "C", "C", "C", "C", "C", "H", "H", "H", "H", "H", "H", "H", "H", "H", "H", "H", "H", "P", "C", "C", "P", "C", "C", "C", "H", "H", "H", "H", "H", "H", "H", "H", "H", "H", "H", "H", "H", "H", "O", "N", "O"],
  "positions_angstrom": [[1.60, 1.90, 0.28], [2.95, -1.76, 1.27], [3.09, -0.54, 0.56], [2.78, -0.09, 2.82], [2.81, -1.47, 2.65], [2.92, 0.59, 1.47], [3.10, -3.13, 0.72], [2.99, -3.18, -0.37], [2.37, -3.83, 1.17], [4.11, -3.50, 0.98], [2.77, -2.50, 3.72], [3.16, -3.47, 3.38], [1.75, -2.68, 4.09], [3.37, -2.17, 4.58], [2.75, 0.58, 4.13], [3.34, 0.07, 4.93], [1.71, 0.60, 4.47], [3.11, 1.61, 4.01], [3.49, 1.98, 1.29], [4.55, 1.98, 0.97], [3.43, 2.56, 2.22], [3.19, 2.66, 0.10], [3.59, -0.44, -0.81], [4.68, -0.30, -0.80], [3.12, 0.40, -1.34], [3.39, -1.38, -1.33], [-1.16, -2.26, 0.30], [-0.47, -2.52, -0.81], [-0.18, -1.69, -2.06], [0.13, -0.12, -2.06], [-0.10, 0.87, -1.00], [-1.25, 1.22, -0.09], [-1.93, 0.23, 0.86], [-2.25, -1.27, 0.59], [-0.93, -1.92, -2.84], [-0.43, 0.33, -2.91], [0.77, -2.10, -2.46], [-3.09, -1.33, -0.11], [-0.89, -2.84, 1.21], [0.09, -3.41, -0.84], [-2.64, -1.58, 1.58], [-1.28, 0.23, 1.74], [-0.79, 1.96, 0.64], [-2.86, 0.72, 1.20], [1.20, -0.03, -2.36], [0.46, 1.82, -1.34], [-2.63, -0.07, -2.07], [-4.25, -1.01, -1.96], [-2.74, -0.06, -3.92], [-1.92, 2.55, -1.16], [-3.36, 1.57, -1.74], [-1.21, 3.16, -2.71], [-2.73, 3.95, -0.38], [-4.75, -0.91, -1.00], [-4.10, -2.08, -2.14], [-4.96, -0.65, -2.72], [-3.75, 0.27, -4.21], [-2.59, -1.07, -4.30], [-2.02, 0.60, -4.40], [-3.63, 4.24, -0.94], [-2.06, 4.82, -0.35], [-3.04, 3.71, 0.64], [-4.12, 1.48, -0.94], [-3.85, 1.96, -2.64], [-0.70, 4.11, -2.52], [-2.00, 3.34, -3.46], [-0.49, 2.46, -3.15], [-0.49, -2.14, 3.64], [-0.75, -1.08, 4.22], [-0.40, 0.04, 3.79]]
}

{
  "formula": "C23H41NO2P2Y",
  "method": "ωB97M-V with the def2-TZVPD basis set",
  "orbital_gap_ev": [3.92, 3.92],
  "charge": 1,
  "homo_energy_ev": [-7.343, -7.344],
  "energy_ev": -49707.051,
  "elements": ["Y", "C", "C", "C", "C", "C", "C", "H", "H", "H", "C", "H", "H", "H", "C", "H", "H", "H", "C", "H", "H", "H", "C", "H", "H", "H", "C", "C", "C", "C", "C", "C", "C", "C", "H", "H", "H", "H", "H", "H", "H", "H", "H", "H", "H", "H", "P", "C", "C", "P", "C", "C", "C", "H", "H", "H", "H", "H", "H", "H", "H", "H", "H", "H", "H", "H", "H", "O", "N", "O"],
  "positions_angstrom": [[-0.02, 0.95, -0.39], [-0.94, -1.68, 2.89], [0.33, -1.86, 2.28], [0.56, -0.29, 3.93], [-0.81, -0.68, 3.88], [1.27, -1.03, 2.95], [-2.16, -2.45, 2.59], [-2.23, -2.70, 1.52], [-3.05, -1.88, 2.87], [-2.19, -3.40, 3.15], [-1.87, -0.13, 4.74], [-2.76, -0.76, 4.71], [-2.16, 0.88, 4.42], [-1.53, -0.07, 5.78], [1.12, 0.70, 4.87], [0.69, 0.55, 5.88], [0.88, 1.73, 4.56], [2.21, 0.60, 4.94], [2.72, -1.00, 2.71], [3.21, -1.90, 3.11], [3.16, -0.14, 3.22], [2.96, -0.94, 1.64], [0.65, -2.80, 1.18], [1.07, -3.75, 1.55], [1.40, -2.37, 0.49], [-0.24, -3.05, 0.59], [-1.63, 1.59, -2.04], [-2.13, 0.47, -3.03], [-1.19, -0.42, -3.86], [0.33, -0.43, -3.64], [0.88, -0.41, -2.16], [1.79, 0.86, -1.93], [1.11, 2.28, -1.90], [-0.30, 2.36, -2.51], [-1.36, -0.13, -4.91], [0.77, 0.40, -4.21], [-1.60, -1.44, -3.81], [-0.19, 2.12, -3.57], [-2.36, 2.42, -2.20], [-2.84, 0.94, -3.73], [-0.57, 3.43, -2.48], [1.14, 2.74, -0.87], [2.44, 0.89, -2.81], [1.73, 2.94, -2.53], [0.72, -1.37, -4.07], [1.57, -1.26, -2.02], [-3.23, -0.26, -1.74], [-4.96, -0.03, -1.36], [-2.62, -1.88, -1.29], [3.45, 0.64, -0.81], [-2.19, 0.88, -0.79], [4.69, -0.35, -1.73], [4.09, 2.33, -1.13], [-4.98, 0.50, -0.40], [-5.42, -1.02, -1.24], [-5.50, 0.55, -2.13], [-1.75, -2.20, -1.88], [-3.42, -2.61, -1.44], [-2.35, -1.87, -0.22], [3.66, 2.81, -2.02], [5.18, 2.26, -1.24], [3.87, 2.96, -0.26], [-2.66, 1.57, -0.07], [0.01, -0.74, -1.50], [5.45, -0.59, -0.97], [5.18, 0.21, -2.54], [4.30, -1.31, -2.11], [-1.18, 2.75, 2.50], [-0.76, 2.39, 1.42], [0.53, 2.53, 1.15]]
}

{
  "formula": "C23H42BFO15PS2",
  "method": "ωB97M-V with the def2-TZVPD basis set",
  "orbital_gap_ev": 6.71,
  "charge": -1,
  "homo_energy_ev": -4.623,
  "energy_ev": -89590.933,
  "elements": ["C", "C", "P", "C", "C", "C", "C", "C", "C", "O", "O", "C", "C", "C", "C", "F", "C", "S", "C", "B", "O", "O", "C", "O", "O", "O", "S", "O", "O", "H", "H", "H", "H", "H", "H", "H", "H", "H", "H", "H", "H", "H", "H", "H", "H", "H", "H", "H", "H", "H", "H", "H", "H", "H", "H", "C", "C", "O", "C", "O", "O", "C", "H", "H", "H", "H", "H", "H", "H", "H", "C", "C", "O", "C", "O", "O", "C", "H", "H", "H", "H", "H", "H", "H", "H"],
  "positions_angstrom": [[-3.10, -3.49, 2.96], [-2.35, -2.34, 2.01], [-1.92, -0.91, 3.26], [-3.70, -0.22, 3.66], [-0.78, 0.40, 2.50], [0.79, 0.24, 3.07], [0.98, -0.53, 4.48], [1.69, -2.04, 4.30], [0.70, -3.18, 3.68], [-0.26, -3.72, 4.44], [1.00, -3.60, 2.27], [-1.31, 1.96, 2.56], [-1.73, 2.54, 4.03], [-0.71, 2.27, 5.27], [-0.92, 3.43, 6.46], [-2.33, 3.89, 6.52], [-2.32, 2.44, 1.37], [-3.82, 3.47, 2.00], [-2.75, 1.44, 0.20], [-3.10, 2.46, -1.11], [-2.04, 3.24, -1.81], [-4.49, 2.65, -1.59], [-4.10, 0.55, 0.30], [-5.21, 0.72, 1.00], [-4.19, -0.60, -0.67], [-1.72, 0.56, -0.38], [-0.46, 0.16, 0.63], [0.12, -1.23, 0.27], [0.71, 1.18, 0.32], [-2.40, -4.45, 2.99], [-3.19, -3.13, 4.08], [-4.15, -3.81, 2.54], [-3.15, -2.03, 1.22], [-1.40, -2.88, 1.58], [-3.73, -0.12, 4.85], [-4.55, -0.97, 3.30], [-3.89, 0.84, 3.23], [1.49, -0.33, 2.29], [1.31, 1.31, 3.18], [1.83, 0.07, 5.07], [0.08, -0.54, 5.23], [2.11, -2.32, 5.38], [2.63, -1.85, 3.58], [0.38, -4.39, 2.11], [-0.28, 2.55, 2.37], [-2.80, 2.29, 4.41], [-1.72, 3.73, 3.91], [-1.01, 1.26, 5.77], [0.41, 2.34, 4.91], [-0.13, 4.29, 6.41], [-0.72, 2.84, 7.47], [-1.73, 3.32, 0.80], [-3.24, 4.61, 2.59], [-2.40, 4.13, -2.12], [-5.01, 3.11, -0.84], [1.00, 1.81, -3.37], [2.07, 1.36, -2.38], [3.12, 0.67, -3.06], [4.04, 1.46, -3.68], [4.04, 2.68, -3.70], [4.94, 0.65, -4.30], [5.91, 1.36, -5.06], [0.65, 0.97, -3.97], [0.15, 2.25, -2.85], [1.40, 2.56, -4.07], [1.63, 0.66, -1.67], [2.46, 2.20, -1.80], [6.41, 2.13, -4.46], [5.44, 1.80, -5.95], [6.67, 0.64, -5.39], [2.69, -1.76, -4.22], [2.01, -1.29, -5.49], [2.49, -2.02, -6.62], [1.94, -3.25, -6.79], [1.10, -3.77, -6.08], [2.53, -3.82, -7.88], [2.10, -5.16, -8.13], [3.78, -1.73, -4.33], [2.40, -1.14, -3.36], [2.42, -2.80, -3.99], [2.26, -0.23, -5.66], [0.92, -1.35, -5.41], [1.01, -5.23, -8.17], [2.50, -5.82, -7.35], [2.51, -5.47, -9.09]]
}

> The highest charge belongs to which entry?

C23H41N2OP3Ru